# C91H198N8O18P4

12 unconnected molecules or ions with the total composition C91H198N8O18P4 in a non-equilibrium geometry (ωB97M-V with the def2-TZVPD basis set, the Open Molecules 2025 dataset).

* LUMO: -6.1376 eV
* highest occupied orbital energy: -10.564 eV
* total charge: +2
* orbital gap: 4.4 eV

```
319
Properties=species:S:1:pos:R:3:forces:R:3:mulliken_charge:R:1
C 2.543478 -5.457146 -2.636710 -0.5 0.4 0.7 -1.26
H -0.515962 -3.112036 1.986801 -0.9 -0.1 -0.4 -0.65
C 5.754610 -1.186252 0.064703 0.3 1.6 -0.3 -1.38
H 0.692246 3.940531 -1.110564 0.2 0.7 0.2 -0.57
H -3.427891 9.338070 5.774071 0.4 -0.2 0.5 0.32
H -0.956145 8.985089 5.289171 -0.3 -0.6 0.4 0.57
O 2.968097 2.699268 4.880043 1.0 0.3 -0.4 -0.70
C 4.398603 4.221323 -5.795874 0.2 1.0 -0.9 -0.13
H 2.595308 -6.951467 5.009394 -0.5 0.1 -0.4 0.56
H -3.592035 -0.955546 -0.400574 -0.2 0.5 0.1 -0.51
O 1.868325 0.495218 -1.378513 -0.6 0.2 -0.5 -0.27
H -1.736939 -1.772096 -1.763979 0.3 0.4 0.1 -0.58
C 4.481332 3.209866 1.441741 -0.6 -0.5 -2.0 -1.53
C 2.931602 -4.460723 -3.717348 1.1 -0.3 -0.1 0.30
C -7.944176 -4.381330 -1.505666 -0.8 0.3 0.6 -1.47
H 2.075326 -3.428384 -5.420452 0.1 -0.1 -0.1 -0.09
C -4.334741 -4.912475 3.049757 0.6 -0.5 -0.6 -0.42
H -5.465181 9.867538 -0.692678 -0.1 0.6 -0.4 0.44
H -3.552256 3.764920 5.818907 0.3 0.0 -0.7 0.44
C 1.109729 -2.019618 1.119423 0.7 0.6 -1.1 1.75
H -10.286728 -5.517918 6.103163 0.0 -0.3 0.7 0.39
H -4.142625 7.463460 1.644290 0.1 0.1 -0.3 0.87
C -0.281906 -6.890174 2.932552 0.5 -0.3 0.1 0.42
H -4.390094 8.782706 8.585389 -0.1 -0.3 -0.3 0.32
H -0.306780 2.361454 1.521513 -0.4 1.6 1.1 -0.58
H 0.406705 -3.482342 -2.801744 0.6 0.1 0.0 -0.15
H -5.236699 8.201899 -0.420286 0.2 0.0 0.1 0.34
H 3.369821 -5.812465 -2.018016 0.1 0.1 -0.3 0.53
C -2.819945 5.797409 4.082444 0.2 0.9 -0.4 -0.73
C 5.454816 -2.130515 -1.064136 -1.0 -0.3 -0.3 0.44
H 1.190703 -10.544838 1.399166 -0.4 -0.4 -0.2 0.46
C 2.850661 6.638888 -0.723115 0.6 1.4 -0.5 -1.11
C 5.941465 -1.836957 -7.240989 0.9 -0.3 -1.5 -0.23
O -2.043700 5.482913 0.558808 -0.6 0.6 -0.6 -0.70
H -1.975107 8.449838 8.397601 0.1 0.0 -0.4 0.30
H -1.184900 -7.529622 2.913164 0.5 0.1 0.1 0.51
C -3.756752 9.618956 8.310147 -0.4 1.0 0.9 -1.33
H -4.765793 -5.928668 3.030053 0.0 0.2 -0.1 0.67
H 9.059853 1.730980 -5.496104 0.2 0.4 -0.5 0.35
H 3.969521 -8.261843 1.916138 -0.2 0.0 0.0 0.42
H -4.924476 -3.893659 0.749898 0.2 0.1 -1.2 -0.86
H 2.467470 3.710108 2.807154 0.3 0.4 0.1 -0.01
H 6.113665 4.787396 -7.004044 0.3 0.4 0.2 0.36
H -6.349586 -4.973214 0.821868 0.2 -0.3 -0.3 1.10
H -9.012333 -3.723617 3.126601 0.0 0.1 -0.2 0.33
H 6.777719 -1.166420 -6.952140 -0.5 -0.3 -0.3 0.00
C 7.566913 1.584723 -4.083500 -2.2 -1.0 1.9 -0.53
H 9.466499 -0.386984 -4.613272 -0.3 -1.6 -0.9 0.36
H 0.621338 5.249397 0.126348 0.2 0.0 -0.4 -0.34
H -0.619666 -4.679899 5.281672 -0.3 0.8 -0.1 0.07
H 1.917098 -10.039957 -0.153440 0.2 0.1 0.7 0.38
C -4.345847 -1.404931 2.279870 -0.4 -0.1 0.3 2.75
O -2.686837 3.763672 1.678520 -1.8 -1.3 0.2 -0.56
H -3.077337 -1.714026 -2.731983 -0.5 0.3 -0.1 -0.15
H 4.382277 -2.338067 -1.046090 -0.1 -0.4 0.0 -0.74
H 2.034477 7.282869 -1.073124 0.6 0.4 -0.1 0.26
H 1.677962 -2.030381 -0.967990 -0.1 -0.7 0.5 -0.72
H 1.103964 -4.788268 -4.826447 0.3 0.0 -0.1 0.64
C -5.379729 1.014707 2.131338 -0.1 -0.9 0.9 -1.27
H -10.345595 -5.586938 4.416536 -0.3 0.3 -0.7 0.33
C -0.335953 9.515198 1.336961 1.2 -0.3 0.7 0.04
H -7.890864 -3.019577 0.807605 0.0 0.3 0.2 0.34
H 3.326836 4.390706 -5.796561 -0.3 -0.1 -0.1 0.45
C -1.881112 4.838916 4.846300 -1.4 -0.4 0.2 0.04
H 0.202284 10.485526 1.272897 -0.2 -0.5 -0.1 0.63
C -3.469647 -4.810805 4.320929 0.1 -0.7 -0.2 -1.04
H 4.951144 0.427631 -2.072348 -0.1 -0.6 -0.3 0.41
C -0.419569 1.486682 0.968042 1.0 -1.0 0.2 0.57
H 3.621613 -5.035783 -4.376814 -0.3 0.6 0.1 0.64
H -3.012678 3.104568 4.226300 -0.5 -0.2 -0.8 -0.12
H 4.840418 4.238696 -7.973984 -0.4 -0.2 0.0 0.35
C 0.541387 -1.096288 -6.634957 1.9 0.1 -0.4 0.64
H 10.854582 0.602455 -4.309097 0.1 -0.1 0.2 0.40
H 5.549845 -1.532172 1.062309 0.1 -0.6 0.1 0.50
N 0.246453 -0.802821 1.004911 -7.5 -1.0 -3.7 1.07
C 4.333424 -0.735689 -5.680221 -0.9 0.1 0.1 0.60
O 3.836081 -4.947522 0.359475 -0.6 -0.2 -0.7 -0.53
H -6.449488 -4.780718 -5.273864 0.6 -0.3 0.2 0.37
C -2.693835 3.519165 5.152568 1.3 0.6 1.4 -0.21
H -3.486265 7.766901 6.568521 0.2 0.1 -0.2 0.29
O 2.342097 -9.401684 3.594389 -3.3 3.5 -3.0 -0.34
H -1.957506 -3.982524 -3.212013 0.0 -0.1 0.4 -0.16
H -5.434984 -5.094131 -6.642046 0.1 0.1 -0.5 0.33
C -8.341777 -3.607822 3.977198 -0.1 0.5 -0.2 -0.40
H 2.186440 6.790659 1.352046 -0.3 0.2 -0.1 -0.90
H 7.056874 2.529610 -4.266022 0.2 0.1 -0.2 0.25
H -4.935641 -2.089594 4.175646 -0.7 -0.4 -0.4 0.55
C -0.414236 0.049676 3.112795 -1.4 0.2 0.4 -0.28
C 1.952123 -6.535624 4.208782 0.6 1.0 0.5 -1.18
H -6.498995 -1.929149 0.482571 -0.2 -0.2 0.1 -0.06
H 2.193092 1.129455 1.129134 0.0 -0.2 -0.6 -0.19
H -5.259225 1.230362 1.080974 -0.7 0.0 -0.4 0.30
H -3.829711 5.885999 4.540711 0.6 0.2 -0.1 0.88
H 0.009729 -1.018338 -8.728723 -0.5 0.3 0.0 0.40
H -2.959310 -5.785494 4.427210 -0.3 0.2 0.0 0.33
H 1.656053 5.054883 1.974147 -0.2 -0.1 0.1 -1.09
H 1.910872 1.518871 2.744636 -0.5 -0.1 0.3 -0.43
H 3.513452 -3.598552 -3.326207 -0.3 -0.4 0.0 -0.59
C 2.527030 -1.520541 1.444982 0.6 -1.0 -0.6 -0.02
C 6.794495 0.469524 -4.770120 1.0 -0.2 -1.3 -1.63
H -8.416722 -4.252653 -2.469176 0.2 -0.3 -0.4 0.42
H 5.637679 -2.379102 -3.167983 0.0 -0.1 -0.3 -0.06
O -0.883984 -0.890044 0.285507 6.8 -0.4 3.8 1.27
H -1.725612 0.629015 -1.346225 0.1 0.1 -0.6 -0.56
H 1.516752 -1.258560 -6.171513 0.1 0.5 0.5 -0.56
H 1.000315 8.593316 -0.171814 -0.3 0.4 0.0 0.30
H 2.374291 4.171878 -3.070803 0.3 -0.3 -0.1 0.30
H -0.458389 -6.002830 0.907446 0.1 -0.4 0.4 -0.54
C -2.215599 -1.098933 -2.485784 0.6 -2.1 -0.6 0.99
H 0.248997 6.923506 3.733641 -0.1 0.0 0.0 1.07
H -1.454037 1.189293 0.892728 -0.2 0.5 -0.4 -0.02
C -4.699575 9.157855 -0.439276 0.0 -0.8 0.3 -1.42
H -1.727681 10.037030 7.640163 -0.3 -0.3 0.0 0.33
H -0.630460 0.964144 3.631331 0.0 0.9 0.1 -0.66
C -7.099094 -3.199146 -1.164094 0.9 1.5 0.8 -0.29
C 1.999916 -9.987598 0.949276 0.4 -0.6 0.3 -1.72
H 3.231943 1.854245 -4.251635 1.1 0.2 -0.7 0.35
H 3.341236 -0.980964 -5.247490 0.4 0.4 -0.2 -1.69
O -2.364152 -3.935337 0.869410 0.2 -0.3 0.9 -0.52
H -7.597527 -2.275745 -1.461483 -0.1 -0.1 -0.5 0.47
H 2.965194 -1.146297 0.549493 0.0 0.7 -1.1 -0.81
O 5.178212 -3.607047 1.365490 0.6 0.3 -0.4 -0.71
C 5.761227 -1.569270 -2.459421 0.6 -0.4 1.1 -0.47
C -9.678817 -5.373517 5.233552 0.4 0.0 -0.3 -1.20
C 8.982751 1.611144 -4.424108 1.2 1.4 -0.7 -0.88
N -2.490379 -4.011833 -0.358692 -0.1 0.8 -1.0 0.67
H 1.203665 8.545050 2.725840 0.1 1.4 -0.3 0.56
C 0.940127 5.007182 -0.895526 -0.7 -0.6 -0.6 -0.63
C 0.840917 -2.960623 -3.676902 0.7 -1.0 0.7 0.90
O -0.662733 4.380780 1.731516 1.2 0.0 0.6 0.02
C -4.257397 -4.679035 -4.860986 -1.4 -0.5 1.5 -0.22
H -3.387056 -1.889498 2.460806 0.1 -0.1 -0.3 -0.84
N 3.180926 4.219744 -0.496856 0.9 -4.2 -2.0 0.15
C -4.194911 0.086806 2.539144 -1.0 0.8 0.6 -0.01
C 0.362661 -8.368893 4.982391 -0.2 0.2 1.2 -1.58
H 2.496054 -2.510244 -8.034715 0.2 0.1 0.2 0.08
H -6.350462 0.526090 2.411936 0.6 0.4 -0.7 0.26
C 2.709102 5.148875 -2.744800 -2.5 -0.5 1.1 -2.91
C 4.013514 5.697430 1.281128 0.1 1.0 -0.9 -1.61
C -9.088081 -3.968078 5.242497 -0.1 -0.5 0.2 -0.74
H 2.046021 -6.286267 -3.120194 0.0 -0.5 -0.1 0.50
C -3.658544 0.061288 -0.830154 -0.5 -0.8 0.3 -0.01
H 4.754991 4.857439 -4.956237 0.1 -0.9 -0.1 0.13
H 0.147183 -0.486813 3.854144 0.6 -0.3 -0.1 0.57
H 1.013684 -7.622568 -0.279698 -0.5 -0.2 0.7 0.35
H -1.401172 9.789849 1.369637 0.4 -0.3 0.1 -0.36
C 0.670841 -7.871513 0.754307 -0.1 0.6 0.3 -1.30
H 1.818169 -5.054070 -1.922212 0.1 0.1 -0.1 -0.17
C 1.773767 0.707152 2.037103 0.3 1.6 -0.2 0.34
H -1.398502 -0.446521 2.997254 0.6 0.1 -0.5 -0.92
H 2.140698 5.857164 -3.335014 0.1 0.4 0.1 0.44
H 0.374080 5.597993 -1.625634 -0.2 0.0 0.3 1.02
H 4.049644 2.221487 1.641903 -0.2 0.3 -0.2 0.03
H 5.818697 -3.947588 -7.895462 -0.5 0.0 -0.3 0.35
H -2.061791 -0.487186 -4.467916 0.0 -0.2 -0.7 0.90
H 9.651657 0.206729 -3.039848 0.3 -0.4 1.3 0.32
H -3.185083 -3.264759 -5.957363 0.3 -0.1 -0.1 0.32
C -3.306458 -3.552110 -4.902879 2.9 0.7 -1.5 -0.85
C 4.861185 -0.416472 -2.788810 -0.5 0.8 -0.4 1.11
C 9.813502 0.429759 -4.061190 0.1 0.8 0.0 -1.33
C 1.874249 -8.563772 1.419073 -0.5 0.5 0.1 1.62
H 5.979706 -3.080822 -0.942667 -0.1 0.2 0.1 0.75
H -1.242477 -2.165232 -6.759124 0.0 -0.6 0.1 0.72
H 0.134287 -2.854277 -0.644985 -0.5 -0.1 0.0 0.05
O -3.519578 -3.537906 -0.891325 0.2 -0.4 -0.1 -0.74
H 5.004903 3.455621 2.344239 0.0 0.7 0.4 0.48
H 6.808504 -1.292347 -2.419858 0.4 0.2 -0.4 0.51
H -0.219858 -8.533182 0.737584 0.7 0.0 -0.3 0.41
H 4.174507 -0.127638 -6.576376 -0.2 0.0 0.1 1.21
H -8.887697 -6.126543 5.154833 -0.1 0.0 0.4 0.29
H 0.143525 1.692055 0.036763 -0.6 -0.6 0.1 -1.08
H -1.590747 5.309020 5.796652 0.2 -0.3 -0.2 0.53
H 9.358969 2.518083 -3.949718 0.4 0.1 -0.2 0.39
H -2.615620 9.641774 3.006079 -0.2 0.0 0.6 0.55
H 6.951994 0.644157 -5.846592 -0.3 -0.3 0.1 0.74
N 1.530288 0.760895 -2.574893 1.5 0.5 2.3 -0.25
C 2.567829 -0.466075 2.471107 -0.7 -0.3 1.9 -1.38
C 0.300886 0.428084 1.799222 0.6 -0.4 -0.4 2.85
H -7.452566 -5.322110 -1.392020 0.5 -0.7 -0.4 0.38
C 6.511422 -3.119850 -7.872426 1.1 0.4 0.0 -1.56
H 0.186072 -0.095703 -6.384582 -0.3 -0.3 0.4 0.50
H -0.083996 -9.304371 4.661029 -0.2 -0.1 -0.3 0.47
H -4.631694 -1.556681 1.264548 0.2 -0.1 -1.0 -0.97
H 1.528257 -5.547337 4.568209 0.2 -1.3 -0.4 -0.10
C 3.209782 -7.818354 1.266309 0.4 0.2 -0.2 -1.61
H 3.206678 -2.349918 1.632991 -0.6 -0.1 0.6 -0.49
H 1.039461 -3.754538 2.383378 0.5 0.1 0.1 -0.70
O -1.573544 -4.481356 -1.060088 -0.1 -0.2 0.1 -0.67
C -0.431179 7.445441 3.054336 -0.8 -0.1 -0.8 0.41
C -2.811378 8.613109 6.349204 -0.4 -0.1 0.1 -0.90
H 5.005613 5.813465 0.817713 -0.2 -0.3 0.0 0.38
H -0.777912 2.460480 5.529338 -0.9 -0.1 0.4 0.14
H 5.391898 -1.361952 -8.073412 0.0 0.2 0.5 0.37
H -1.864429 2.671588 6.966801 0.3 0.1 0.1 0.50
H -8.765897 -4.419361 -0.792271 -0.3 0.0 0.1 0.38
C -1.376461 -0.961377 -3.772157 -0.5 0.1 0.4 -1.37
H -0.684956 9.079670 -0.693743 0.4 0.2 -0.7 0.50
C 5.030158 -2.048390 -6.090600 -0.8 0.7 1.1 -0.42
H -4.609514 -4.678979 -3.811400 0.2 -0.7 -0.3 -0.13
H 7.435981 1.419182 -3.005177 0.2 0.1 0.2 0.27
H 0.461723 -2.215539 3.111324 0.1 -0.1 0.9 0.79
O 1.642921 -0.103863 -3.426789 0.2 -1.7 -1.6 -0.22
C -0.284456 -2.272208 -6.234634 -1.3 0.1 0.3 -1.52
H -6.334793 -1.541761 3.246280 0.4 -0.3 -0.3 0.66
C -4.134957 9.468241 0.952847 -0.9 1.0 -1.1 -0.58
H -3.592355 0.823883 -0.060602 0.3 0.0 0.1 -0.47
H -0.571652 -5.940203 3.419249 0.2 -0.4 -0.1 -0.96
O 1.210341 1.889638 -2.903954 -0.7 1.4 0.0 -0.60
C 3.097459 6.838954 0.761434 0.0 -1.3 0.4 0.76
H -3.721153 10.234328 9.215984 0.4 -0.1 -0.1 0.40
N 4.173556 -4.308324 1.367439 1.1 -0.4 0.6 1.07
C 2.183423 4.122433 1.837558 -1.1 -0.7 -0.1 0.53
C 1.583789 -2.304940 -8.602495 2.3 -1.4 -1.1 -1.04
H -2.281414 1.441140 5.793361 0.4 0.7 -0.1 0.27
H 0.244878 -3.192480 -6.500932 -0.4 0.0 -0.2 0.40
H -2.879606 -2.787943 4.500795 -0.5 0.7 0.1 0.58
H 4.195584 -2.705262 -6.316277 0.2 -0.5 -0.3 0.38
H 1.182397 -8.653045 5.683043 -0.7 0.5 -0.5 0.40
H 4.695828 5.846209 -7.307354 0.2 0.0 0.3 0.42
H 5.163091 -0.238758 0.018966 0.4 -0.4 -0.4 -0.09
H -6.615261 -4.735987 4.725083 -0.2 -0.5 -0.1 0.57
O 3.555737 3.190817 -1.113692 -1.4 4.3 2.4 0.49
H 6.812235 -0.932966 -0.024292 0.1 0.3 0.4 0.46
H 4.645876 2.654559 -3.623801 0.3 -0.9 -0.1 0.35
C 1.122258 -2.686164 -0.261190 0.0 0.5 0.5 0.56
H -9.852022 -3.223423 5.469297 0.0 0.0 -0.1 0.41
H 3.151382 -6.747081 1.470496 0.0 -0.1 -0.2 -0.11
H 5.197288 3.069070 0.616125 0.0 0.1 0.5 0.52
C -1.640806 8.132857 5.513426 0.0 1.1 -0.2 -1.02
H -4.979237 9.779771 1.566699 -0.2 -0.1 0.3 0.41
C -5.390428 -2.113710 3.152033 0.2 0.7 1.4 -1.09
H -3.644536 -4.849565 2.169573 -0.7 0.1 0.6 -0.27
C 4.721140 2.731759 -5.761653 -0.3 0.2 1.0 -1.29
H -3.534716 10.392385 0.905767 0.3 -0.4 0.0 0.34
H 3.526436 7.831873 0.913923 0.1 -0.2 0.1 0.68
O 3.542986 -4.406273 2.432178 -1.4 -0.6 0.6 -0.61
H 4.170979 5.819244 2.351622 -0.1 -0.4 0.1 0.51
H 1.335967 -2.045453 -3.317151 0.1 -0.5 -0.2 0.03
H -0.441422 -7.823500 5.528479 0.7 -0.2 -0.3 0.32
H -2.949412 0.926310 -2.607142 0.4 -0.1 -0.2 1.03
H -0.129401 9.638606 3.429098 0.7 -0.6 0.2 0.33
H -4.087303 -4.674286 5.184983 -0.5 -0.2 0.8 0.39
C -1.855548 -3.841824 -4.283217 -0.9 0.4 -0.7 -0.43
H 3.575699 -7.953132 0.233839 -0.4 0.1 0.3 0.47
C 5.033721 4.833908 -7.082411 -0.3 -0.5 0.2 -1.53
H 1.533926 -3.663986 -0.055439 0.7 -0.2 -0.5 -0.43
H -3.944970 9.061465 -1.229100 -0.1 0.3 0.2 0.29
C -1.337588 -3.834900 5.416406 -1.0 -1.5 0.8 -1.50
H -0.857669 -2.888828 5.604951 0.5 0.2 -0.3 0.32
P -0.644986 -2.477270 -4.461410 -1.7 0.3 -1.2 0.89
H -6.097444 -3.191315 -1.613992 -0.3 -0.2 -0.2 -0.10
C 0.476953 -2.835150 2.248773 0.3 -0.2 -0.7 -0.28
P 5.087694 0.322852 -4.439593 -1.0 0.5 1.2 0.79
C 0.150795 8.859766 2.695806 -1.2 -0.5 -0.6 -1.42
H -4.650654 0.194215 -1.253138 -0.2 -0.3 -0.2 0.60
C -7.113861 -4.517129 3.775607 0.6 1.4 -1.2 -0.80
H 7.125186 -0.558593 -4.560200 0.6 0.3 0.0 0.91
H 4.330466 2.241447 -6.638392 -0.5 -0.1 -0.4 0.42
C 4.346418 1.988909 -4.462120 -1.5 0.3 0.3 -0.27
C -6.901960 -2.941546 0.349336 0.1 -0.3 -0.6 -0.26
H -2.980683 5.430313 3.065603 -0.1 0.0 0.1 0.50
O 0.897362 3.356141 4.728771 1.3 -1.3 0.0 -0.57
H 1.023581 -3.228111 -8.519867 -0.3 -0.1 -0.4 0.30
C -1.831703 2.463577 5.899805 -0.2 -0.3 -0.5 -1.23
C 0.240073 -6.606612 1.518147 0.7 0.9 -0.3 1.77
H -1.866493 -4.067899 6.367606 0.4 0.1 -0.4 0.49
C -3.112464 8.664857 3.014644 -0.1 -0.2 0.3 -1.15
H 6.924228 -2.890224 -8.871626 -0.6 -0.2 0.3 0.40
C 3.415357 4.278041 0.989413 2.4 0.3 1.4 1.17
H -5.692303 -3.437722 -5.992090 0.5 -0.5 -0.2 0.34
H 1.490943 -0.236441 -8.355752 0.1 0.1 0.2 0.47
P -5.769126 -3.829754 2.718919 0.9 0.4 2.1 0.81
H 3.820888 6.926766 -1.204894 -0.9 -0.1 -0.1 0.36
C 0.862072 -7.528166 3.817111 -0.8 -0.5 -0.8 1.32
H -1.120965 7.397354 6.112107 0.5 -0.3 -0.3 0.60
H -5.393160 1.975789 2.670570 0.4 -0.4 -0.2 0.30
H 5.780084 2.642454 -5.866491 0.9 0.0 -0.2 0.36
C -0.057742 8.673627 0.088641 -0.7 -0.3 0.5 -1.06
C -3.443445 8.311797 1.579060 -0.3 -1.3 0.0 -0.15
H 3.556040 -0.130977 2.761739 0.3 -0.2 -0.1 0.71
C -2.419725 -3.741636 4.331091 0.7 0.9 0.2 2.08
C -2.435625 9.194852 7.731966 0.0 -0.1 -0.4 -0.19
H -1.024289 4.639815 4.202790 0.1 -0.2 0.3 -0.54
H 5.521795 -2.440767 -5.207229 0.3 -0.4 0.0 -0.06
C 0.900426 -1.121164 -8.116571 -1.4 1.6 -0.1 -0.84
H -8.112399 -2.521776 4.052425 0.3 -0.7 -0.2 0.17
H 1.976886 -2.137140 -9.642319 -0.7 -0.4 0.8 0.39
H -3.690003 -2.649275 -4.472867 -0.4 0.4 0.6 0.35
H -0.598625 -0.230807 -3.639449 0.6 0.2 0.1 0.23
C -2.583353 0.196000 -1.876910 0.0 1.5 0.6 -0.33
H -7.331026 -5.371356 3.121666 -0.3 -0.4 0.9 0.60
H -0.536543 6.787537 2.160570 0.1 0.4 0.4 -0.87
N 1.642139 -8.572781 2.938108 3.6 -3.0 2.8 0.85
H 1.485396 3.388367 1.434668 0.0 0.2 -0.1 -0.11
H -4.255770 10.235743 7.571252 -0.4 0.1 -0.1 0.35
H 2.621683 -6.287008 3.376569 -0.3 0.2 0.2 0.36
H -2.632922 7.939872 0.945734 0.2 0.1 0.3 -0.40
P -2.045837 7.483055 3.873046 -0.1 -0.9 0.7 0.15
O 1.409216 1.255133 5.167620 -0.2 0.5 -0.2 -0.62
H 7.380991 -3.504014 -7.345429 0.1 0.0 0.4 0.38
H -3.787210 -5.628975 -5.109475 0.1 0.0 0.2 0.52
C -5.489278 -4.500101 -5.744155 -1.1 0.8 0.2 -1.38
H 3.827856 -0.795835 -2.763784 0.0 0.5 0.1 -0.60
H 1.126868 -5.946400 1.629826 -0.3 -0.2 -0.2 -1.09
H -3.318790 0.410765 2.007360 0.5 0.2 -0.1 -1.13
H -4.033859 0.283392 3.594083 0.4 -0.2 0.4 0.84
N -1.822008 4.520882 1.309993 1.1 1.0 -0.3 0.21
H 3.723633 5.310585 -2.785708 2.4 0.2 -0.9 0.95
H -8.355076 -3.939798 6.047296 0.0 0.2 0.3 0.31
C -5.977752 -3.963121 0.987139 -0.7 -0.2 0.3 -0.02
H -1.993726 -3.618058 3.356937 0.5 -0.3 -0.7 -1.40
C 1.753680 -3.955283 -4.522023 -1.2 0.9 0.7 -0.87
C 2.386884 5.322697 -1.265443 0.4 -1.6 1.0 2.44
N 1.778676 2.426014 4.926593 -1.8 0.6 0.3 0.97
H -0.441906 7.651312 0.193513 0.1 0.0 0.2 -0.03
H -1.388492 -4.758575 -4.689248 -0.3 0.4 0.0 0.97
H -4.098265 8.699928 3.527089 0.8 0.3 0.1 0.73
H 2.929230 -10.439411 1.331387 -0.3 0.1 -0.5 0.38
H 2.085848 -0.846470 3.389398 0.6 0.2 0.0 0.02
```
Forces are in eV/Å.